No. 1
Computed, not measured: 9 unconnected molecules or ions with the total composition C43H92Cl10O4P2 at a distorted geometry, with wB97M-V/def2-TZVPD.

Structure (XYZ):
```
151
Properties=species:S:1:pos:R:3:forces:R:3:mulliken_spin:R:1
C -2.735254 5.666042 4.665555 -0.1 0.0 0.1 0.0000
C -2.184885 4.593818 3.773502 0.4 -1.5 -0.1 0.0002
C -0.822987 4.064727 4.160743 1.1 -0.6 0.2 0.0010
C -0.486129 2.690150 3.518469 -0.5 0.7 0.0 0.0117
P 0.629347 1.608136 4.392742 1.0 1.0 -0.7 -0.0045
C 0.097378 1.517109 6.054193 -1.2 0.0 1.3 0.0000
C 0.835630 0.472022 6.861431 0.1 -0.4 1.7 0.0001
C 0.227501 0.113963 8.283356 -1.8 -0.3 -1.0 0.0000
C -1.233940 -0.499997 8.284500 1.0 0.1 -0.8 0.0000
C 0.439931 -0.051994 3.640884 0.8 0.7 0.1 -0.0332
C -0.901098 -0.678728 3.141778 1.8 -0.7 -0.4 -0.0006
C -0.522492 -2.086683 2.500912 -2.7 0.5 1.2 -0.0112
C -1.884571 -2.781457 2.210211 1.2 0.0 -0.5 0.0007
C 2.402988 2.235960 4.515405 -1.1 -0.2 -1.0 -0.0007
C 2.901054 3.185270 5.655267 -1.6 -2.5 -0.6 0.0004
C 4.390462 3.377249 5.430742 -0.4 1.9 0.6 0.0000
C 4.956192 4.181636 6.603340 0.5 -0.1 0.7 0.0000
H -2.798003 5.357200 5.709007 0.1 -0.5 0.0 0.0000
H -3.769707 5.762861 4.335950 0.1 1.1 0.1 0.0000
H -2.099468 6.550038 4.714820 -0.5 0.4 -0.5 0.0000
H -2.124714 4.770648 2.699626 -0.3 0.8 0.0 0.0000
H -2.895042 3.768118 3.818173 -0.1 -0.3 0.2 0.0000
H -0.670097 4.070473 5.239955 -0.4 -0.3 0.2 0.0000
H -0.015104 4.707999 3.811989 -0.1 0.4 -0.1 0.0004
H -0.160080 2.899454 2.499662 0.4 -0.5 -0.1 -0.0124
H -1.342324 2.020784 3.434848 -0.5 0.2 0.0 0.0003
H -0.981682 1.363521 6.066746 -0.2 -0.3 -0.1 0.0000
H 0.204597 2.490440 6.532977 0.2 0.2 -0.1 0.0000
H 1.844212 0.846713 7.035999 0.1 0.0 0.2 0.0001
H 1.020474 -0.446670 6.304732 -0.4 -0.2 0.1 0.0000
H 0.081944 0.972924 8.938417 1.1 0.1 0.0 0.0000
H 0.829984 -0.697478 8.691617 0.4 0.5 0.3 0.0000
H -1.417529 -1.025718 9.221514 0.1 -0.1 -0.1 0.0000
H -1.265227 -1.177704 7.431366 -0.4 -0.4 0.2 0.0000
H -2.063632 0.197792 8.171348 0.3 0.3 -0.1 0.0000
H 1.031082 -0.645069 4.338671 -0.5 -0.6 0.1 -0.0003
H 1.153516 0.009249 2.819212 -0.1 0.0 -0.6 0.0393
H -1.327203 -0.068507 2.345416 0.1 0.1 0.0 0.0004
H -1.687915 -0.811613 3.884313 0.3 0.0 0.3 -0.0004
H -0.006951 -2.730545 3.213483 0.6 0.3 -0.2 -0.0001
H -0.063265 -1.959572 1.520575 0.6 0.0 0.4 0.0120
H -2.511058 -3.056395 3.058755 0.1 0.5 0.2 0.0001
H -1.642700 -3.721585 1.714464 -0.4 0.1 -0.3 0.0002
H -2.366062 -2.068162 1.541276 -0.7 -0.5 -0.1 0.0001
H 2.568613 2.749328 3.568239 0.0 -0.3 -0.4 0.0010
H 2.930958 1.283824 4.462557 0.6 0.1 0.2 0.0010
H 2.624071 2.640024 6.557532 0.7 0.2 0.5 -0.0001
H 2.245174 4.054790 5.698281 0.6 0.5 -0.3 0.0002
H 4.471495 4.055186 4.581069 0.1 -0.2 -0.4 -0.0001
H 4.924050 2.463180 5.170262 -0.1 -0.1 0.3 0.0000
H 6.004233 4.466900 6.512010 0.0 -0.2 -0.3 0.0000
H 4.878340 3.680792 7.568316 0.0 -0.4 -0.1 0.0000
H 4.415731 5.111944 6.778067 -0.2 0.1 -0.4 0.0000
C -2.564936 -5.660513 -0.026628 0.1 0.6 -0.6 0.0000
C -2.845607 -4.349517 -0.832039 -0.6 -2.0 0.2 -0.0001
C -1.540658 -3.858281 -1.346330 0.5 1.8 0.5 -0.0009
C -1.615753 -2.403055 -1.977054 0.2 -0.6 0.0 -0.0072
P -1.181119 -2.278771 -3.710213 0.4 -0.6 -1.2 -0.0008
C -1.471941 -0.622290 -4.387437 0.5 0.1 -0.9 -0.0113
C -1.166731 -0.624662 -5.899366 0.9 0.4 0.6 0.0006
C -1.269700 0.799070 -6.463274 -2.2 0.0 -0.3 0.0001
C -0.585318 1.009892 -7.790606 0.8 -0.2 0.0 0.0000
C 0.505273 -2.777534 -4.284003 0.3 -0.9 0.9 0.0100
C 1.032803 -4.209418 -3.761785 0.5 0.2 -1.0 0.0011
C 2.305373 -4.746730 -4.558280 -0.5 -0.7 0.0 0.0003
C 2.738866 -6.271178 -4.291170 -1.9 1.0 0.8 0.0000
C -2.361207 -3.387931 -4.610271 -1.1 1.0 0.0 -0.0001
C -3.832081 -2.844267 -4.500264 -0.2 -1.7 0.6 0.0000
C -4.948737 -3.811974 -5.000076 0.3 0.4 -0.5 0.0000
C -6.356320 -3.153401 -4.744007 1.6 -1.0 -0.1 0.0000
H -3.413274 -5.974428 0.581554 0.1 -0.1 -0.1 0.0000
H -1.681918 -5.543356 0.601588 -0.1 0.1 0.3 0.0000
H -2.281396 -6.433005 -0.741438 -0.2 -0.3 0.1 0.0000
H -3.400948 -3.662489 -0.193540 0.1 0.3 -0.3 0.0000
H -3.424992 -4.663598 -1.700234 -0.7 0.3 0.1 0.0000
H -1.091631 -4.614912 -1.989741 0.0 0.2 -0.2 0.0009
H -0.943567 -3.830724 -0.434834 0.7 0.4 -0.4 -0.0019
H -1.106806 -1.605071 -1.436407 0.5 -0.2 0.1 0.0080
H -2.635140 -2.022055 -2.038510 -0.4 -0.3 0.2 -0.0004
H -0.713857 0.106819 -4.101392 -0.4 -0.1 1.3 0.0068
H -2.497839 -0.283711 -4.242571 0.1 0.1 0.5 -0.0004
H -1.782628 -1.401082 -6.353171 0.2 0.4 -0.8 -0.0003
H -0.102419 -0.850268 -5.966006 0.0 -0.6 -0.4 -0.0003
H -1.050613 1.583136 -5.738473 0.6 -0.3 0.2 0.0000
H -2.338767 0.955741 -6.606939 -0.3 0.1 -0.2 0.0000
H -0.811259 0.175486 -8.454547 0.0 0.1 -0.2 0.0000
H 0.492958 1.036718 -7.633420 0.2 -0.2 -0.1 0.0000
H -0.815934 1.941964 -8.306507 -0.3 0.0 0.2 0.0000
H 1.207290 -1.968406 -4.082540 0.1 0.0 0.6 -0.0044
H 0.419704 -2.701741 -5.367995 -0.1 -0.7 -0.1 0.0003
H 0.228226 -4.929712 -3.909877 -0.1 -0.1 0.0 0.0000
H 1.269003 -4.200220 -2.697731 -0.2 0.3 -0.1 0.0002
H 3.129202 -4.063155 -4.353034 0.0 0.0 -0.4 0.0001
H 1.965473 -4.736294 -5.593875 0.6 0.5 -0.3 -0.0001
H 2.422130 -6.436139 -3.261333 0.4 -0.4 0.3 0.0000
H 3.746667 -6.659804 -4.437478 0.2 0.9 0.0 0.0000
H 2.093480 -6.931729 -4.870177 -0.1 0.1 -0.2 0.0000
H -2.320366 -4.405633 -4.222063 0.2 0.0 0.0 0.0001
H -2.130329 -3.372656 -5.675431 0.5 -0.3 0.1 -0.0001
H -3.948690 -1.886439 -5.007284 0.1 0.1 0.3 -0.0001
H -4.091711 -2.828990 -3.441745 0.2 1.0 0.2 0.0001
H -4.828289 -4.811069 -4.581269 -0.1 0.1 0.6 0.0000
H -4.755923 -4.022180 -6.052090 -0.4 0.3 -0.4 0.0000
H -6.634737 -3.245708 -3.694218 0.2 0.2 0.1 0.0000
H -7.131906 -3.675238 -5.304594 0.1 0.4 -0.2 0.0000
H -6.202032 -2.107985 -5.011217 -0.7 0.0 -0.1 0.0000
O 1.353564 -0.352117 -1.825871 0.0 1.7 2.6 0.4992
C 1.528188 0.050028 -0.481197 0.1 -3.2 -2.5 0.0906
C 1.225080 1.534240 0.009302 0.2 3.1 1.0 0.0330
O 1.953277 2.070987 1.028331 -0.4 -1.6 -1.1 0.3461
H 2.547010 -0.202328 -0.187218 0.2 0.2 0.4 -0.0237
H 0.790594 -0.486784 0.115366 0.0 -0.3 0.4 -0.0029
H 0.163860 1.585990 0.252680 -0.5 -0.5 0.0 -0.0057
H 1.329428 2.108818 -0.911059 0.3 0.2 -0.5 0.0330
O -4.113391 2.102485 -3.386197 0.9 0.2 1.9 0.0000
C -3.391573 2.755932 -2.650554 -0.5 -0.2 -2.7 0.0004
O -2.456584 2.238517 -1.830159 -1.8 -2.6 -0.9 -0.0001
C -1.542753 3.130664 -1.389283 1.1 3.3 2.0 0.0229
C -2.081361 4.559463 -1.770127 -0.5 0.2 -0.4 0.0021
C -3.176782 4.236524 -2.797243 0.8 0.3 0.1 -0.0001
H -0.515450 2.930038 -1.693415 -0.2 -0.1 -0.8 -0.0025
H -1.484977 3.073471 -0.302326 -0.1 -0.1 0.2 -0.0068
H -1.322660 5.255066 -2.128757 0.0 -0.4 -0.2 -0.0002
H -2.590928 5.131065 -0.994426 0.3 -0.5 0.7 0.0001
H -2.785668 4.378729 -3.804676 -0.2 -0.1 -0.2 0.0000
H -4.097375 4.814767 -2.718257 0.1 -0.2 0.1 0.0000
C 2.762566 -3.580961 -0.052038 0.5 -1.3 -0.5 0.0011
Cl 1.682162 -5.060856 -0.299692 0.9 0.9 0.3 -0.0001
Cl 4.534683 -3.965426 -0.439299 -1.8 0.4 0.5 -0.0001
H 2.419720 -2.816718 -0.749529 0.1 -0.1 0.2 -0.0004
H 2.652200 -3.328579 1.002578 0.3 0.1 -0.3 0.0001
C 1.940123 1.956169 -4.196640 -0.3 0.5 0.6 -0.0101
Cl 3.532922 2.265656 -4.837070 0.1 0.0 -0.3 0.0008
Cl 0.750257 3.254288 -4.672936 0.5 -0.8 0.2 0.0001
H 1.620489 0.952018 -4.475225 -0.2 0.4 -0.2 -0.0005
H 2.008967 2.004339 -3.109881 -0.1 0.0 -0.2 0.0163
C 2.160916 5.065493 -0.907898 1.1 -1.3 0.3 -0.0005
Cl 3.810955 5.817012 -0.894835 -0.8 -0.7 0.6 0.0000
Cl 1.234397 5.919188 -2.044269 -1.3 1.1 -1.0 0.0001
H 2.198752 4.037555 -1.268463 0.7 0.1 -0.1 -0.0001
H 1.660205 4.939679 0.052088 0.4 0.8 0.2 -0.0019
C 4.575674 -0.569499 2.135372 -0.3 0.9 0.4 0.0093
Cl 6.117289 0.161875 2.636597 -0.3 -0.4 0.0 0.0004
Cl 3.807168 -1.572522 3.435296 0.4 0.1 -0.6 0.0001
H 3.902289 0.278711 2.012073 -0.1 -0.2 -0.2 -0.0004
H 4.709362 -1.097421 1.191157 0.0 -0.3 0.5 -0.0008
C 4.805462 1.242668 -1.258470 0.8 0.2 0.9 0.0010
Cl 5.879982 -0.218382 -0.872794 -0.8 1.3 -0.7 0.0001
Cl 5.708974 2.634628 -2.008308 -0.7 -1.4 0.2 0.0002
H 3.924036 0.877103 -1.785317 0.5 0.2 -0.6 -0.0030
H 4.459739 1.654527 -0.310343 0.2 -0.3 0.1 -0.0025
```
Positions in Å, forces in eV/Å.

## Properties
LUMO level (alpha / beta)	-1.67 / -3.94	eV
<S²>	0.763
multiplicity	2
charge	+1

=====

No. 2
Computed, not measured: C6H7B in the gas phase at a distorted geometry, with wB97M-V/def2-TZVPD.

Structure (XYZ):
```
14
Properties=species:S:1:pos:R:3:forces:R:3:mulliken_spin:R:1
B -1.532187 1.413936 0.656138 -0.6 0.9 -0.2 0.7276
C -2.412883 0.412887 0.069554 -2.9 0.1 -0.4 -0.0477
C -1.975048 -0.803317 -0.303635 4.0 -3.7 -1.3 0.3098
C -0.466212 -1.098323 -0.222290 -2.3 4.1 1.1 -0.1001
C 0.353855 -0.084859 0.268305 -3.2 -2.6 -0.7 0.8220
C 2.524909 -0.240506 -0.446723 4.2 1.1 -0.3 0.2836
C 1.703854 0.066368 0.525950 -0.2 1.6 3.5 -0.0828
H -1.385982 2.618523 0.830227 0.5 -1.2 0.0 -0.0009
H -3.565085 0.409593 -0.195747 2.3 1.1 1.0 -0.0012
H -2.549428 -1.668035 -0.747566 0.3 1.4 0.6 0.0123
H -0.074417 -2.041980 -0.495959 0.4 -0.9 0.1 0.0304
H 3.651237 -0.036855 -0.469127 -1.7 -0.7 0.4 0.0114
H 2.072607 -0.499915 -1.334568 -0.6 -0.7 -2.0 0.0185
H 2.002034 0.419776 1.578017 -0.2 -0.5 -1.8 0.0171
```
Positions in Å, forces in eV/Å.

## Properties
ΔE to the lowest compared entry with this formula, charge and spin	243.2	kJ/mol
LUMO level (alpha / beta)	0.67 / -2.03	eV
<S²>	2.060
multiplicity	3

=====

No. 3
Computed, not measured: 2 unconnected molecules or ions with the total composition C10H16O at a distorted geometry, with wB97M-V/def2-TZVPD.

Structure (XYZ):
```
27
Properties=species:S:1:pos:R:3:forces:R:3:nbo_charge:R:1
C 1.404058 -1.825625 -0.305923 -0.2 -1.0 -0.3 -0.4279
C 2.072953 -2.663659 0.758123 1.6 -0.1 2.0 -0.6249
C 0.081913 -1.140647 -0.011227 0.6 0.5 -0.7 -0.0180
C -0.678759 -0.728479 -1.123094 -0.4 -0.4 1.1 -0.2043
C -0.241489 -0.643072 1.240788 0.5 -0.1 0.1 -0.2116
C -1.723575 0.160362 -0.926274 0.1 0.9 -0.3 -0.2454
C -1.300681 0.220729 1.441074 -0.9 -0.4 -0.5 -0.2435
C -2.056459 0.627626 0.339438 -0.1 -1.0 0.9 0.2595
O -3.264773 1.298295 0.547714 1.1 1.0 -0.5 -0.6890
H 2.123524 -1.064392 -0.612030 -0.1 0.1 0.0 0.2169
H 1.266738 -2.452521 -1.189382 0.0 0.0 -0.1 0.2097
H 2.231461 -2.127412 1.711517 -0.6 0.2 -0.2 0.2019
H -0.550227 -1.227624 -2.074894 0.3 0.4 -0.2 0.2169
H 0.359076 -0.927089 2.097157 0.0 -0.1 0.0 0.2139
H -2.217804 0.668800 -1.749471 -0.3 -0.7 -0.2 0.2131
H -1.636631 0.411033 2.448734 0.0 0.5 0.0 0.2238
H -3.114635 2.173127 0.137703 -0.6 -0.4 0.3 0.4758
H 3.135271 -2.894692 0.592729 -0.2 0.2 -0.9 0.2174
H 1.721554 -3.644848 1.086516 -0.9 0.2 -0.5 0.2164
C 2.525885 1.891031 -0.163825 -0.8 0.2 0.5 -0.6072
C 1.751044 2.154111 -1.455927 0.4 -0.8 -0.2 -0.6142
H 2.163665 2.545417 0.633928 0.2 -0.1 0.1 0.2028
H 2.238252 0.877386 0.113742 0.3 0.0 0.3 0.2005
H 3.612664 1.931320 -0.187740 0.0 0.2 -0.3 0.2029
H 0.822236 1.586082 -1.364408 0.0 0.2 -0.3 0.2105
H 2.339987 1.710008 -2.263906 -0.3 0.1 -0.2 0.2000
H 1.491855 3.172068 -1.728328 0.3 0.2 0.2 0.2039
```
Positions in Å, forces in eV/Å.

## Properties
ΔE to the lowest compared entry with this formula, charge and spin	144.9	kJ/mol
LUMO level	0.84	eV
multiplicity	1

=====

- Which of these has the lowest multiplicity?
  C10H16O